The following is a DFT calculation (the ωB97M-V functional and the def2-TZVPD basis) of a 8-piece molecular cluster, C32H88N8O8 overall.

Calculated values
Kohn-Sham gap   9.66 eV
Energy   -2311.71176 Eh
SMILES string   COC[C@H](C)N.COC[C@H](C)N.COC[C@H](C)N.COC[C@H](C)N.COC[C@H](C)N.COC[C@H](C)N.COC[C@H](C)N.COC[C@H](C)N
Energy above the lowest of the compared OMol25 structures with the same formula, charge and spin   89.6 kcal per mole
E_LUMO   0.665 eV

The geometry in ORCA input format:
```
! RIJCOSX wB97M-V def2-TZVPD def2/J DEFGRID3
* xyz 0 1
C 3.014 -4.971 0.127
O 3.858 -4.463 -0.976
C 4.849 -5.374 -1.294
C 5.658 -4.841 -2.503
C 6.152 -3.359 -2.510
N 4.992 -5.060 -3.786
H 2.165 -4.294 0.198
H 3.447 -4.920 1.136
H 2.713 -6.021 -0.215
H 5.610 -5.545 -0.479
H 4.357 -6.328 -1.473
H 6.613 -5.442 -2.596
H 5.375 -2.628 -2.484
H 6.828 -3.307 -3.335
H 6.752 -3.182 -1.633
H 4.774 -6.008 -3.889
H 4.203 -4.419 -3.748
C 0.441 4.025 3.242
O 1.258 4.246 2.139
C 2.669 4.279 2.496
C 3.242 5.168 1.360
C 3.170 4.535 -0.067
N 4.660 5.387 1.767
H 0.655 4.856 4.027
H 0.433 3.027 3.646
H -0.577 4.323 2.821
H 2.777 4.792 3.481
H 3.168 3.316 2.596
H 2.684 6.095 1.334
H 2.111 4.626 -0.388
H 3.617 3.525 -0.037
H 3.673 5.141 -0.860
H 4.733 5.677 2.732
H 5.094 6.105 1.173
C -3.049 -1.700 -2.304
O -2.148 -2.728 -2.637
C -1.707 -2.861 -3.946
C -0.789 -4.078 -4.122
C -0.194 -4.272 -5.527
N -1.629 -5.199 -3.703
H -2.505 -0.724 -2.448
H -3.286 -1.830 -1.254
H -3.968 -1.836 -2.913
H -2.549 -3.028 -4.618
H -1.203 -1.946 -4.311
H 0.146 -3.893 -3.490
H 0.476 -5.126 -5.409
H 0.325 -3.359 -5.858
H -0.925 -4.527 -6.223
H -2.045 -5.066 -2.790
H -1.244 -6.099 -3.819
C -3.083 3.160 6.318
O -2.172 2.394 7.018
C -1.126 1.840 6.320
C -1.516 0.602 5.549
C -2.144 -0.465 6.474
N -0.390 0.109 4.771
H -3.984 2.643 6.048
H -2.605 3.448 5.435
H -3.272 4.003 6.984
H -0.733 2.535 5.465
H -0.295 1.677 7.025
H -2.224 0.898 4.734
H -2.896 -0.032 7.195
H -1.306 -0.988 6.939
H -2.644 -1.254 5.972
H -0.563 -0.569 4.053
H 0.228 -0.383 5.342
C -0.263 6.781 -4.864
O -0.049 5.564 -4.166
C -1.059 4.633 -4.169
C -0.588 3.392 -3.509
C 0.399 2.650 -4.442
N -1.843 2.549 -3.305
H -1.103 7.341 -4.438
H -0.441 6.568 -5.905
H 0.675 7.316 -4.828
H -2.034 5.032 -3.718
H -1.309 4.363 -5.180
H -0.091 3.652 -2.556
H 1.384 3.114 -4.571
H -0.034 2.505 -5.393
H 0.616 1.655 -4.017
H -2.365 3.042 -2.618
H -1.478 1.682 -2.823
C -2.460 -2.730 2.190
O -1.301 -3.014 2.941
C -0.167 -2.485 2.233
C 1.161 -3.074 2.666
C 1.184 -3.154 4.169
N 2.325 -2.315 2.061
H -2.464 -3.427 1.336
H -2.542 -1.650 1.977
H -3.303 -2.945 2.803
H -0.338 -2.744 1.173
H -0.077 -1.457 2.302
H 1.144 -4.103 2.301
H 1.091 -2.175 4.625
H 2.090 -3.630 4.506
H 0.362 -3.759 4.459
H 2.831 -1.667 2.648
H 2.129 -1.946 1.195
C -3.267 3.117 1.174
O -4.389 2.340 0.984
C -4.339 1.524 -0.210
C -5.426 0.439 -0.135
C -5.256 -0.556 0.991
N -5.521 -0.213 -1.445
H -3.443 3.947 1.877
H -2.999 3.502 0.153
H -2.362 2.457 1.409
H -4.565 2.077 -1.132
H -3.326 1.043 -0.318
H -6.364 1.096 0.177
H -4.349 -1.140 0.811
H -6.011 -1.362 1.079
H -5.147 0.001 1.865
H -5.829 0.523 -2.042
H -6.213 -0.963 -1.522
C 0.233 1.247 0.601
O -0.251 0.878 -0.706
C 0.113 -0.459 -0.937
C 1.577 -0.729 -1.221
C 2.127 0.062 -2.427
N 1.728 -2.201 -1.300
H -0.214 0.588 1.329
H -0.148 2.253 0.696
H 1.304 1.260 0.577
H -0.193 -1.019 -0.080
H -0.600 -0.758 -1.691
H 2.144 -0.375 -0.294
H 1.496 -0.254 -3.232
H 3.180 -0.243 -2.587
H 2.078 1.161 -2.326
H 2.710 -2.510 -1.326
H 1.287 -2.601 -2.146
*
```

Results of the Mulliken charge analysis, in e, for atoms 1 through 6: C -0.35; O -0.22; C -0.76; C 0.19; C -1.11; N -0.66